[1]
# C34H28IN10O2SSeTi

A molecular structure, C34H28IN10O2SSeTi at a distorted geometry (wB97M-V/def2-TZVPD, OMol25).

The expectation value of S² is 0.755. The HOMO-LUMO gap (spin up / spin down) is 6.42 / 6.48 eV.

Structure (ORCA input):
```
! wB97M-V def2-TZVPD RIJCOSX def2/J DEFGRID3
* xyz 0 2
Ti -0.205 0.144 0.435
S -4.315 6.668 0.724
N -2.855 6.369 1.342
C -2.555 5.127 1.010
C -1.329 4.432 1.350
C -0.298 4.993 2.101
C 0.816 4.229 2.360
C 0.881 2.934 1.859
N -0.089 2.391 1.131
C -1.185 3.121 0.892
C -2.242 2.448 0.149
N -2.014 1.156 -0.171
C -2.964 0.509 -0.851
C -4.163 1.103 -1.230
C -4.404 2.414 -0.895
C -3.423 3.107 -0.186
C -3.571 4.483 0.250
N -4.619 5.250 0.017
H -0.395 6.007 2.468
H 1.640 4.613 2.944
H 1.740 2.304 2.051
H -2.771 -0.529 -1.073
H -4.890 0.513 -1.771
H -5.327 2.915 -1.158
C 2.595 -3.305 -4.393
N 1.956 -3.678 -3.139
C 2.746 -4.469 -2.209
C 0.962 -2.906 -2.594
N 0.683 -2.931 -1.351
N 0.259 -2.143 -3.550
C -0.239 -0.875 -3.363
N -0.637 -0.283 -4.554
N -0.345 -0.306 -2.220
H 3.470 -3.937 -4.525
H 2.924 -2.264 -4.389
H 1.947 -3.492 -5.255
H 3.222 -5.284 -2.754
H 2.096 -4.877 -1.441
H 3.517 -3.864 -1.720
H -0.132 -2.363 -1.162
H 0.373 -2.427 -4.505
H -0.140 -0.556 -5.386
H -0.777 0.710 -4.500
H -0.634 0.656 -2.359
I 2.066 -1.875 0.966
C 2.352 -0.856 2.773
C 3.524 -1.016 3.452
C 3.666 -0.481 4.752
C 2.611 0.138 5.351
C 1.378 0.301 4.667
C 0.262 0.877 5.320
C -0.927 1.000 4.661
C -1.012 0.645 3.299
C 0.043 0.123 2.580
C 1.244 -0.138 3.318
H 4.339 -1.574 3.009
H 4.605 -0.602 5.278
H 2.692 0.506 6.368
H 0.365 1.192 6.352
H -1.795 1.402 5.172
H -1.958 0.838 2.794
Se 1.822 1.433 -0.718
C 2.534 0.247 -1.925
N 2.972 -0.479 -2.711
O -2.992 -2.509 -0.177
C -2.049 -2.409 0.585
O -1.195 -1.402 0.510
C -1.764 -3.452 1.618
C -2.272 -4.731 1.414
C -2.028 -5.730 2.342
C -1.298 -5.446 3.490
C -0.807 -4.166 3.703
C -1.031 -3.170 2.764
H -2.850 -4.928 0.519
H -2.409 -6.730 2.174
H -1.112 -6.226 4.219
H -0.242 -3.941 4.600
H -0.651 -2.173 2.921
*
```

=====

[2]
# C34H29AlClN3O5Te5

A molecular structure, C34H29AlClN3O5Te5 at a distorted geometry (wB97M-V/def2-TZVPD, OMol25).

The expectation value of S² is 0.761. The HOMO-LUMO gap (spin up / spin down) is 5.96 / 5.30 eV.

Structure (ORCA input):
```
! wB97M-V def2-TZVPD RIJCOSX def2/J DEFGRID3
* xyz -1 2
Al -0.881 1.123 -0.756
O 0.648 8.779 -1.164
C 1.432 7.843 -1.729
O 2.373 8.151 -2.406
C 0.947 6.439 -1.580
C 1.729 5.461 -1.137
Cl 3.191 5.875 -0.294
N 1.505 4.074 -1.150
N 0.295 3.495 -1.402
C -0.742 4.132 -1.763
C -1.951 3.315 -2.101
O -2.882 3.867 -2.643
O -1.873 2.040 -1.852
C 2.599 3.165 -1.346
C 2.589 1.951 -0.684
C 3.576 1.016 -0.946
C 4.593 1.306 -1.843
C 4.612 2.538 -2.485
C 3.609 3.465 -2.252
H 0.130 8.366 -0.442
H 1.798 1.725 0.013
H 3.535 0.056 -0.446
H 5.362 0.574 -2.052
H 5.400 2.775 -3.189
H 3.601 4.408 -2.785
Te -1.098 1.944 1.778
Te -1.002 4.834 2.674
Te -0.487 7.294 1.956
Te -1.069 6.152 -2.154
C -5.165 -5.150 4.288
C -4.406 -4.029 3.629
C -3.483 -3.274 4.341
C -2.743 -2.266 3.731
C -1.726 -1.504 4.535
C -2.956 -2.002 2.375
Te -1.513 -0.861 1.243
N 0.268 -0.144 -0.891
C 0.195 -1.206 -1.711
O -0.319 -2.300 -1.445
C 0.872 -1.067 -3.068
C 1.238 -2.218 -3.760
C 1.818 -2.131 -5.017
C 2.021 -0.889 -5.605
C 1.661 0.263 -4.921
C 1.103 0.173 -3.653
C -0.020 -2.308 1.685
C -0.403 -3.625 1.470
C 0.535 -4.643 1.531
C 1.862 -4.333 1.783
C 2.233 -3.016 1.993
C 1.308 -1.972 1.946
C 1.766 -0.563 2.174
C -3.888 -2.735 1.637
C -4.129 -2.503 0.166
C -4.601 -3.741 2.285
H -5.059 -5.114 5.372
H -4.795 -6.120 3.948
H -6.228 -5.102 4.046
H -3.328 -3.477 5.395
H -1.819 -1.736 5.596
H -1.845 -0.426 4.404
H -0.711 -1.762 4.221
H 1.050 -3.175 -3.292
H 2.108 -3.033 -5.543
H 2.456 -0.820 -6.596
H 1.820 1.235 -5.372
H 0.858 1.074 -3.104
H -1.436 -3.863 1.254
H 0.229 -5.667 1.357
H 2.611 -5.114 1.809
H 3.271 -2.775 2.193
H 2.830 -0.541 2.411
H 1.222 -0.091 2.993
H 1.597 0.037 1.280
H -3.297 -2.877 -0.437
H -4.236 -1.443 -0.063
H -5.040 -3.011 -0.147
H -5.321 -4.321 1.717
*
```

=====

[3]
# C34H29BF12O2S

2 unconnected molecules or ions with the total composition C34H29BF12O2S at a distorted geometry (wB97M-V/def2-TZVPD, OMol25).

The HOMO-LUMO gap is 8.17 eV. As for the structure (SMILES): CC1(C)OB(C(c2ccc(C(F)(F)F)cc2)c2ccc(C(F)(F)F)cc2)OC1(C)C.Cc1ccc(-c2cc(C(F)(F)F)cc(C(F)(F)F)c2)s1.

Structure (ORCA input):
```
! wB97M-V def2-TZVPD RIJCOSX def2/J DEFGRID3
* xyz 0 1
C -2.925 4.291 -1.775
C -1.758 3.391 -1.889
C -1.531 2.395 -2.831
C -0.194 1.909 -2.777
C 0.554 2.464 -1.740
B -1.703 -1.377 0.548
C 1.963 2.270 -1.474
C 2.519 2.636 -0.231
C 3.824 2.283 0.074
C 4.353 2.614 1.447
F 5.145 3.731 1.467
F 3.337 2.850 2.341
F 5.098 1.582 1.950
C 4.633 1.634 -0.863
C 4.120 1.399 -2.136
C 4.966 0.790 -3.229
F 4.217 -0.064 -4.001
F 5.493 1.723 -4.082
F 6.012 0.075 -2.729
C 2.809 1.716 -2.456
O -2.592 -0.742 1.402
C -3.875 -0.888 0.755
C -4.895 -1.001 1.863
C -4.182 0.389 -0.035
C -3.687 -2.165 -0.173
C -4.186 -3.455 0.454
C -4.277 -2.011 -1.562
O -2.245 -2.307 -0.295
S -0.410 3.597 -0.826
H -3.582 4.142 -2.636
H -3.478 4.146 -0.837
H -2.549 5.323 -1.786
H -2.288 2.052 -3.541
H 0.220 1.154 -3.441
H 1.924 3.190 0.488
H 5.628 1.298 -0.593
H 2.437 1.559 -3.466
H -5.904 -1.102 1.442
H -4.680 -1.851 2.516
H -4.857 -0.085 2.461
H -5.200 0.318 -0.452
H -4.143 1.252 0.643
H -3.468 0.584 -0.848
H -5.269 -3.426 0.613
H -3.961 -4.281 -0.229
H -3.688 -3.656 1.411
H -5.344 -1.770 -1.473
H -3.770 -1.232 -2.144
H -4.187 -2.957 -2.105
F -1.006 -0.298 6.218
C 0.164 0.299 5.814
F 0.166 1.561 6.338
F 1.183 -0.392 6.416
C 0.290 0.284 4.313
C -0.118 1.382 3.562
C -0.218 1.253 2.178
C 0.039 0.027 1.556
C -0.358 -0.324 0.129
C 0.696 -1.190 -0.539
C 0.418 -2.405 -1.190
C 1.419 -3.321 -1.502
C 2.747 -2.957 -1.332
C 3.797 -3.944 -1.773
F 4.986 -3.343 -2.040
F 4.038 -4.905 -0.820
F 3.411 -4.601 -2.913
C 3.079 -1.722 -0.777
C 2.057 -0.864 -0.389
C 0.613 -0.994 2.332
C 0.725 -0.890 3.708
H -0.380 2.319 4.049
H -0.524 2.102 1.560
H -0.680 0.558 -0.443
H -0.600 -2.691 -1.420
H 1.147 -4.314 -1.873
H 4.125 -1.459 -0.625
H 2.327 0.075 0.091
H 0.932 -1.915 1.848
H 1.100 -1.719 4.301
*
```

=====

[4]
# C34H29BrCoN8S3

A molecular structure, C34H29BrCoN8S3 at a distorted geometry (wB97M-V/def2-TZVPD, OMol25).

The expectation value of S² is 3.761. The HOMO-LUMO gap (spin up / spin down) is 7.37 / 7.42 eV.

Structure (ORCA input):
```
! wB97M-V def2-TZVPD RIJCOSX def2/J DEFGRID3
* xyz 0 4
Co -1.209 1.049 0.527
C 2.153 5.188 5.045
C 1.558 4.063 4.259
C 2.198 2.833 4.284
C 1.739 1.827 3.509
C 0.570 1.917 2.673
N 0.278 0.928 1.790
C 0.989 -0.306 1.780
C 2.372 -0.415 1.564
C 3.020 -1.620 1.433
C 2.277 -2.806 1.460
C 2.880 -4.155 1.189
C 0.951 -2.739 1.786
C 0.317 -1.530 1.872
N -1.083 -1.514 2.153
C -1.687 -2.071 3.209
C -3.008 -1.598 3.246
C -3.071 -0.705 2.169
N -1.887 -0.684 1.483
C -0.204 3.055 2.882
C 0.343 4.142 3.590
N -1.564 3.273 2.386
C -2.372 4.300 2.767
C -3.572 4.206 2.102
C -3.395 3.032 1.266
N -2.172 2.546 1.411
H 1.441 5.886 5.500
H 2.782 5.789 4.367
H 2.776 4.845 5.874
H 3.096 2.696 4.868
H 2.252 0.917 3.503
H 2.938 0.487 1.431
H 4.084 -1.654 1.151
H 2.983 -4.754 2.092
H 3.864 -4.019 0.774
H 2.319 -4.773 0.484
H 0.359 -3.617 1.870
H -1.096 -2.743 3.819
H -3.771 -1.822 3.969
H -3.879 -0.126 1.754
H -0.199 5.061 3.563
H -2.048 4.981 3.547
H -4.463 4.807 2.213
H -4.027 2.515 0.567
C -2.630 -3.647 -2.506
C -2.980 -2.222 -2.528
C -3.577 -1.675 -3.676
C -3.956 -0.340 -3.652
C -3.687 0.411 -2.500
Br -4.122 2.241 -2.517
N -3.128 -0.069 -1.432
C -2.800 -1.390 -1.435
H -2.397 -3.984 -3.518
H -3.406 -4.267 -2.114
H -1.758 -3.776 -1.855
H -3.734 -2.283 -4.555
H -4.527 0.104 -4.458
H -2.352 -1.758 -0.503
S 4.754 -0.037 -2.524
C 3.212 0.519 -2.387
S 2.589 1.659 -1.239
C 0.951 1.370 -1.860
N 0.905 0.541 -2.836
N 2.173 0.101 -3.176
C 2.217 -0.811 -4.270
C 1.538 -2.009 -4.189
C 1.644 -2.936 -5.239
C 2.372 -2.632 -6.373
C 2.994 -1.383 -6.470
C 2.922 -0.492 -5.407
S -0.487 2.145 -1.430
H 0.908 -2.280 -3.334
H 1.098 -3.857 -5.179
H 2.439 -3.298 -7.197
H 3.562 -1.100 -7.361
H 3.433 0.465 -5.459
*
```

=====

[5]
# C34H29Cl54F14OP

A molecular structure, C34H29Cl54F14OP at a distorted geometry (wB97M-V/def2-TZVPD, OMol25).

The HOMO-LUMO gap is 7.79 eV.

Structure (ORCA input):
```
! wB97M-V def2-TZVPD RIJCOSX def2/J DEFGRID3
* xyz 0 1
O 3.198 -0.250 3.527
C 3.031 -0.179 2.262
C 3.512 -1.421 1.380
P 1.923 -2.150 0.615
C 1.209 -3.192 2.069
C -0.257 -3.775 1.779
C -1.451 -2.945 2.448
F -2.539 -3.861 2.624
F -1.048 -2.576 3.789
C -1.858 -1.586 1.710
F -0.755 -0.669 1.617
F -2.800 -0.923 2.599
C -2.630 -1.756 0.315
F -1.908 -2.457 -0.682
F -3.882 -2.432 0.516
C -3.047 -0.332 -0.362
F -4.031 0.362 0.371
F -1.927 0.451 -0.720
F -3.672 -0.696 -1.607
C 2.273 -3.256 -0.881
F 2.821 -4.549 -0.465
F 0.980 -3.589 -1.450
C 3.114 -2.573 -2.071
F 3.574 -1.267 -1.813
F 4.138 -3.481 -2.457
F 2.266 -2.465 -3.229
C 2.368 1.144 1.697
C 1.351 2.015 2.508
C 0.760 3.329 1.895
C 1.206 3.791 0.445
C 2.211 2.875 -0.378
C 2.767 1.577 0.257
H 3.932 -2.220 2.100
H 4.339 -1.196 0.630
H 1.930 -4.098 2.143
H 1.310 -2.584 3.029
H -0.365 -3.964 0.658
H -0.294 -4.822 2.273
H 1.059 1.658 3.551
H 0.032 3.978 2.497
H 0.863 4.747 -0.072
H 2.580 3.126 -1.427
H 3.486 0.930 -0.341
C -6.741 -2.066 3.169
Cl -7.210 -3.773 3.208
Cl -7.352 -1.219 4.597
Cl -4.983 -1.905 3.055
H -7.183 -1.610 2.285
C -3.867 1.503 4.119
Cl -4.591 3.115 4.038
Cl -2.209 1.540 3.498
Cl -3.896 0.888 5.777
H -4.453 0.831 3.494
C -8.674 2.014 2.065
Cl -9.323 1.314 3.556
Cl -7.230 1.133 1.542
Cl -9.899 2.013 0.789
H -8.391 3.045 2.268
C -2.411 5.716 1.211
Cl -3.137 5.043 2.679
Cl -0.881 4.896 0.848
Cl -3.530 5.581 -0.155
H -2.205 6.772 1.381
C 0.518 0.368 -4.093
Cl 0.290 1.739 -5.189
Cl 1.291 0.897 -2.588
Cl -1.028 -0.422 -3.760
H 1.173 -0.353 -4.578
C 4.497 5.963 -1.279
Cl 4.256 7.333 -2.374
Cl 5.292 6.494 0.207
Cl 2.947 5.169 -0.922
H 5.145 5.241 -1.772
C 4.700 -7.182 -3.333
Cl 4.262 -8.896 -3.257
Cl 4.046 -6.310 -1.940
Cl 6.459 -6.993 -3.416
H 4.267 -6.758 -4.237
C -5.307 3.740 -2.075
Cl -4.293 3.775 -3.524
Cl -7.022 3.723 -2.514
Cl -4.909 2.338 -1.072
H -5.110 4.641 -1.497
C -12.146 -0.089 5.573
Cl -12.574 -1.785 5.843
Cl -13.502 0.786 4.848
Cl -11.650 0.676 7.090
H -11.307 -0.054 4.881
C 6.762 10.196 -0.415
Cl 5.005 10.180 -0.618
Cl 7.199 9.710 1.229
Cl 7.534 9.139 -1.610
H 7.116 11.213 -0.578
C 6.277 1.191 -2.526
Cl 5.640 2.842 -2.536
Cl 7.876 1.136 -3.277
Cl 6.344 0.561 -0.873
H 5.604 0.561 -3.105
C 5.990 -12.419 -3.757
Cl 4.227 -12.400 -3.897
Cl 6.479 -12.952 -2.142
Cl 6.701 -13.463 -4.997
H 6.358 -11.406 -3.909
C 6.704 -4.487 1.109
Cl 6.511 -5.707 -0.154
Cl 6.408 -2.873 0.450
Cl 5.618 -4.816 2.468
H 7.729 -4.526 1.472
C 4.061 4.814 3.450
Cl 3.275 6.155 2.605
Cl 4.008 5.075 5.201
Cl 3.289 3.276 3.026
H 5.105 4.775 3.142
C 8.351 -16.300 -6.877
Cl 9.208 -17.545 -5.956
Cl 9.327 -15.760 -8.250
Cl 6.782 -16.905 -7.429
H 8.180 -15.446 -6.221
C 11.243 8.769 1.192
Cl 10.562 8.107 2.686
Cl 12.736 7.923 0.761
Cl 10.066 8.666 -0.125
H 11.479 9.818 1.359
C -13.478 1.507 -0.825
Cl -14.091 3.166 -0.770
Cl -11.875 1.463 -1.574
Cl -13.425 0.808 0.799
H -14.156 0.911 -1.432
C -12.198 5.559 -3.692
Cl -13.121 4.074 -3.966
Cl -10.514 5.181 -3.301
Cl -12.286 6.617 -5.107
H -12.637 6.082 -2.844
*
```